[1]
C3H2S2 | ωB97M-V/def2-TZVPD

Kohn-Sham gap in eV: 8.882
Energy above the lowest of the compared OMol25 structures with the same formula, charge and spin in kcal per mole: 64.2
E_LUMO in eV: -0.44
E_HOMO in eV: -9.32

Last column: Löwdin charge in e.
Geometry (Å):
C (1.2954, 1.2729, 0.0949)  0.07
C (-0.5628, -1.9691, -0.0418)  -0.44
C (0.1010, 1.0849, -0.0561)  -0.68
S (-1.5583, 1.0574, 0.1317)  0.55
S (-1.8385, -1.0416, -0.2235)  0.54
H (2.1893, 0.9563, -0.1996)  -0.01
H (0.3740, -1.3608, 0.2943)  -0.02

***

[2]
C11H16AgCl2O2S | ωB97M-V/def2-TZVPD

Kohn-Sham gap in eV: 7.039
Energy above the lowest of the compared OMol25 structures with the same formula, charge and spin in kcal per mole: 0.0
Charge: -1
E_LUMO in eV: 3.14
E_HOMO in eV: -3.89

Last column: Löwdin charge in e.
Geometry (Å):
Ag (-1.0849, -0.3278, -0.4375)  0.46
C (-1.7176, 2.3773, -3.3115)  -0.12
O (-0.4363, 1.7846, -3.3166)  -0.19
C (0.5707, 2.6935, -2.9431)  -0.23
C (1.8010, 1.9268, -2.5763)  -0.23
O (1.6601, 1.4063, -1.2733)  -0.22
C (2.8017, 0.6605, -0.9009)  -0.14
H (-1.7807, 3.1832, -4.0541)  0.08
H (-1.9391, 2.7939, -2.3220)  0.09
H (-2.4563, 1.6108, -3.5268)  0.07
H (0.2514, 3.2804, -2.0719)  0.13
H (0.7859, 3.3956, -3.7597)  0.12
H (2.6792, 2.5843, -2.6244)  0.12
H (1.9464, 1.1137, -3.2999)  0.13
H (3.7008, 1.2855, -0.9543)  0.08
H (2.9307, -0.1979, -1.5742)  0.09
H (2.6524, 0.2917, 0.1108)  0.02
Cl (-2.4937, -1.6681, 2.1027)  0.61
C (-1.0831, -1.9854, 3.0723)  -0.68
C (-1.2650, -2.8883, 4.1128)  -0.15
C (-0.2129, -3.2006, 4.9534)  -0.12
C (1.0120, -2.5989, 4.7325)  -0.16
C (1.1699, -1.7052, 3.6818)  -0.68
Cl (2.7771, -1.0175, 3.5069)  0.59
C (0.1423, -1.3410, 2.7828)  -0.73
S (0.4410, -0.1543, 1.5100)  0.44
H (-2.2425, -3.3333, 4.2514)  0.09
H (-0.3502, -3.8980, 5.7694)  0.09
H (1.8620, -2.8167, 5.3663)  0.09
C (-2.7916, -0.7496, -1.6124)  -0.36
H (-3.5586, 0.0090, -1.4193)  -0.09
H (-3.1659, -1.7224, -1.2842)  -0.10
H (-2.6062, -0.7920, -2.6907)  -0.09

***

[3]
C3H5NO4 | ωB97M-V/def2-TZVPD

Kohn-Sham gap in eV: 10.552
Energy above the lowest of the compared OMol25 structures with the same formula, charge and spin in kcal per mole: 80.6
E_LUMO in eV: 0.85
E_HOMO in eV: -9.70
SMILES: CO/C(=N\O)OC=O

Last column: Löwdin charge in e.
Geometry (Å):
C (-0.4261, 1.8718, -0.0522)  -0.01
O (-0.2958, 0.7635, 0.9099)  -0.04
C (-0.2992, -0.4907, 0.3703)  -0.41
N (-1.1882, -1.1458, -0.2928)  0.11
O (-2.2682, -0.3077, -0.3847)  -0.04
O (0.9013, -1.1594, 0.4731)  0.08
C (1.9583, -0.5114, -0.1205)  -0.27
O (1.9382, 0.5065, -0.7340)  0.10
H (-1.4340, 1.8732, -0.4306)  0.08
H (0.3257, 1.7042, -0.7912)  0.06
H (-0.0967, 2.7466, 0.5430)  0.11
H (-2.9575, -0.8749, -0.6847)  0.09
H (2.8777, -1.0700, 0.1122)  0.15

***

[4]
C16H26O5 | ωB97M-V/def2-TZVPD

Kohn-Sham gap in eV: 9.998
Energy above the lowest of the compared OMol25 structures with the same formula, charge and spin in kcal per mole: 32.6
E_LUMO in eV: 0.80
E_HOMO in eV: -9.20
SMILES: COC(C[C@H](O)[C@H](C)[C@@H](O)COCc1ccccc1)OC

Last column: Löwdin charge in e.
Geometry (Å):
C (-3.3689, -2.9948, 0.2161)  -0.08
O (-3.2712, -1.7111, -0.3608)  -0.13
C (-3.7040, -0.6770, 0.4803)  -0.41
C (-3.1774, 0.6354, -0.1120)  -0.06
C (-1.6770, 0.7799, 0.1791)  -0.34
O (-1.4492, 0.7316, 1.5745)  -0.02
C (-1.0884, 2.0662, -0.4376)  -0.26
C (-1.3944, 2.1824, -1.9301)  -0.05
C (0.4358, 2.2013, -0.1832)  -0.33
O (0.7333, 2.2980, 1.1824)  -0.02
C (1.2966, 1.1086, -0.8411)  -0.15
O (1.0908, -0.1255, -0.1904)  -0.15
C (1.9550, -1.1444, -0.6335)  -0.16
C (3.4012, -0.9261, -0.2573)  -0.21
C (4.4242, -1.3019, -1.1169)  -0.04
C (5.7464, -1.1123, -0.7550)  -0.09
C (6.0568, -0.5341, 0.4640)  -0.09
C (5.0402, -0.1505, 1.3226)  -0.08
C (3.7189, -0.3502, 0.9664)  -0.03
O (-5.0973, -0.6954, 0.6704)  -0.13
C (-5.8664, -0.5426, -0.5064)  -0.09
H (-2.7154, -3.0739, 1.0920)  0.09
H (-4.3971, -3.2165, 0.5176)  0.09
H (-3.0483, -3.6992, -0.5486)  0.09
H (-3.3032, -0.8145, 1.4976)  0.16
H (-3.3506, 0.6128, -1.1851)  0.12
H (-3.7286, 1.4667, 0.3345)  0.14
H (-1.1553, -0.0944, -0.2167)  0.15
H (-1.8828, 1.4937, 1.9799)  0.12
H (-1.5458, 2.9202, 0.0814)  0.15
H (-2.4316, 2.4616, -2.0932)  0.08
H (-1.2079, 1.2389, -2.4360)  0.09
H (-0.7678, 2.9487, -2.3816)  0.08
H (0.7555, 3.1585, -0.6174)  0.15
H (0.4352, 1.4656, 1.5841)  0.08
H (1.0601, 1.0219, -1.9117)  0.13
H (2.3503, 1.4085, -0.7464)  0.13
H (1.8677, -1.2696, -1.7247)  0.13
H (1.5837, -2.0553, -0.1506)  0.14
H (4.1841, -1.7473, -2.0724)  0.11
H (6.5359, -1.4112, -1.4292)  0.10
H (7.0890, -0.3810, 0.7428)  0.10
H (5.2771, 0.3043, 2.2731)  0.10
H (2.9205, -0.0504, 1.6289)  0.12
H (-6.8754, -0.8608, -0.2511)  0.09
H (-5.8879, 0.5011, -0.8365)  0.09
H (-5.4751, -1.1691, -1.3122)  0.09

***

[5]
C12H23CrN3O5S | ωB97M-V/def2-TZVPD

2S+1: 2
Kohn-Sham gap (spin up / spin down) in eV: 7.613 / 8.328
Energy above the lowest of the compared OMol25 structures with the same formula, charge and spin in kcal per mole: 0.0
Charge: +1
E_LUMO (spin up / spin down) in eV: -4.45 / -3.82
E_HOMO (spin up / spin down) in eV: -12.06 / -12.14

Last column: Löwdin charge in e.
Geometry (Å):
Cr (-0.3200, 0.1128, 0.0205)  0.76
O (0.8610, -1.8887, -0.2710)  -0.11
C (1.5139, -2.2573, -1.5022)  -0.15
C (0.5223, -2.1341, -2.6493)  -0.13
N (-0.0939, -0.8165, -2.5988)  -0.19
C (-1.5261, -0.8283, -2.8414)  -0.07
C (-2.2509, -1.4271, -1.6220)  -0.58
O (-3.1254, -2.2484, -1.7479)  0.11
O (-1.8255, -0.9596, -0.4730)  -0.17
C (0.6470, 0.2285, -3.2710)  -0.06
C (0.6238, 1.5314, -2.4475)  -0.57
O (1.2282, 2.5113, -2.8111)  0.11
O (-0.0798, 1.4419, -1.3559)  -0.18
H (0.0809, -2.4605, -0.2022)  0.10
H (2.3560, -1.5767, -1.6220)  0.13
H (1.8912, -3.2778, -1.4226)  0.13
H (1.0244, -2.3295, -3.6023)  0.14
H (-0.2575, -2.8905, -2.5263)  0.14
H (-1.8826, 0.1967, -2.9583)  0.14
H (-1.8070, -1.4039, -3.7266)  0.14
H (1.6966, -0.0523, -3.3590)  0.14
H (0.2730, 0.4559, -4.2739)  0.15
C (0.6602, -0.1719, 2.8477)  -0.14
C (1.8515, 0.2324, 1.9953)  -0.15
N (1.3867, 1.0206, 0.8359)  -0.14
C (1.1849, 2.4707, 1.0680)  -0.20
C (-0.1506, 2.8385, 1.7154)  -0.35
S (-1.5713, 1.8597, 1.0792)  1.04
C (-2.1417, 0.9520, 2.5643)  -0.37
C (-1.7737, -0.5253, 2.5127)  -0.22
N (-0.4063, -0.7334, 1.9820)  -0.13
H (0.9744, -0.8858, 3.6097)  0.14
H (0.2664, 0.7022, 3.3592)  0.11
H (2.5711, 0.7866, 2.6031)  0.14
H (2.3474, -0.6608, 1.6156)  0.13
H (2.1071, 0.9648, 0.1212)  0.14
H (1.9952, 2.8728, 1.6823)  0.14
H (1.2308, 2.9462, 0.0901)  0.12
H (-0.1387, 2.7495, 2.7996)  0.08
H (-0.3766, 3.8735, 1.4675)  0.09
H (-1.7443, 1.4631, 3.4390)  0.08
H (-3.2246, 1.0517, 2.5982)  0.10
H (-1.8777, -0.9550, 3.5132)  0.14
H (-2.4548, -1.0412, 1.8380)  0.12
H (-0.2650, -1.7381, 1.9264)  0.14

***

[6]
C15H12ClGaN2O4 | ωB97M-V/def2-TZVPD

Kohn-Sham gap in eV: 2.822
Energy above the lowest of the compared OMol25 structures with the same formula, charge and spin in kcal per mole: 87.8
Charge: -2
E_LUMO in eV: 4.57
E_HOMO in eV: 1.74

Last column: Löwdin charge in e.
Geometry (Å):
Ga (0.0122, -0.0310, -0.0356)  -0.18
C (3.6603, -2.2984, 1.0855)  -0.12
O (2.8035, -2.8312, 2.0773)  -0.11
C (1.6217, -2.1478, 2.3201)  -0.19
C (0.8765, -2.7814, 3.3175)  -0.05
C (-0.3566, -2.2855, 3.7605)  -0.15
C (-0.8449, -1.1216, 3.1939)  -0.10
C (-0.1045, -0.4868, 2.1965)  -0.23
C (-0.6469, 0.8342, 1.7481)  -0.08
N (-1.4535, 0.9753, 0.7289)  -0.09
N (-1.6335, 2.3168, 0.3320)  0.11
C (-0.5681, 2.5763, -0.3766)  -0.47
O (0.4324, 1.7855, -0.4940)  -0.01
C (-0.4395, 3.8734, -1.1177)  -0.12
C (-1.4054, 4.8645, -0.9141)  -0.04
C (-1.3579, 6.0666, -1.6136)  -0.11
C (-0.3416, 6.2948, -2.5353)  -0.13
C (0.6252, 5.3195, -2.7496)  -0.10
C (0.5746, 4.1198, -2.0442)  -0.02
C (1.1715, -0.9474, 1.6827)  -0.37
O (1.8135, -0.2875, 0.7466)  -0.14
H (4.5346, -2.9603, 1.0363)  0.07
H (4.0348, -1.3097, 1.3612)  0.08
H (3.1948, -2.3187, 0.0974)  0.09
H (1.2774, -3.6881, 3.7584)  0.09
H (-0.9122, -2.7979, 4.5375)  0.06
H (-1.7878, -0.6918, 3.5140)  0.10
H (-0.2490, 1.7076, 2.2854)  0.15
H (-2.2024, 4.6790, -0.2033)  0.10
H (-2.1210, 6.8164, -1.4387)  0.09
H (-0.3049, 7.2271, -3.0879)  0.08
H (1.4214, 5.4768, -3.4680)  0.09
H (1.3214, 3.3524, -2.2175)  0.11
O (0.5156, -1.6646, -0.0655)  -0.49
Cl (-1.8691, -1.3594, -0.0618)  0.11